1.
Below is one molecule with the formula C14H18N2O3S, with properties calculated with ωB97M-V/def2-TZVPD.

```
38
Properties=species:S:1:pos:R:3:forces:R:3:mulliken_charge:R:1
C -3.915 -1.943 -1.952 0.0 -0.1 -0.3 -0.849
H -3.015 -2.565 -1.934 0.0 0.0 0.0 0.333
O -4.216 -1.438 -0.674 0.1 0.4 0.6 -0.522
C -3.310 -0.589 -0.081 -0.2 -0.1 0.1 1.367
C -2.090 -0.219 -0.610 -0.1 0.0 0.0 -0.291
C -1.263 0.669 0.086 -0.4 -0.3 0.3 0.022
C -1.681 1.182 1.306 0.1 -0.1 -0.1 -0.915
C -2.891 0.796 1.851 -0.3 -0.2 -0.1 -0.986
C -3.714 -0.087 1.171 0.2 0.0 -0.2 0.443
O -4.902 -0.458 1.705 0.0 0.0 0.0 -0.606
H -5.341 -1.052 1.080 0.0 0.0 0.0 0.348
H -3.222 1.178 2.802 -0.1 0.0 0.1 0.415
H -1.051 1.886 1.826 0.0 0.1 0.0 0.467
C -0.006 1.127 -0.521 0.3 0.5 -0.3 0.073
N 0.832 0.216 -1.053 -0.3 0.0 0.0 0.070
C 2.029 0.629 -1.753 0.4 0.4 -0.2 -1.350
C 3.235 0.596 -0.815 -0.1 -0.2 -0.2 -0.373
H 3.066 1.326 -0.021 0.0 0.1 0.0 0.209
H 4.134 0.887 -1.360 0.0 0.1 0.0 0.369
C 3.394 -0.815 -0.244 0.1 0.1 0.2 0.203
C 4.568 -0.929 0.726 -0.4 0.0 -0.4 0.081
O 5.459 -1.734 0.575 0.4 -0.3 -0.1 -0.641
N 4.527 -0.086 1.781 0.1 0.3 0.5 -0.322
H 3.818 0.615 1.890 0.0 0.0 0.0 0.187
H 5.287 -0.107 2.441 0.0 0.0 0.0 0.247
C 2.088 -1.255 0.427 0.0 -0.1 -0.3 -0.723
H 1.875 -0.623 1.292 0.0 0.0 0.1 0.246
H 2.174 -2.286 0.772 0.0 0.0 0.1 0.394
C 0.920 -1.142 -0.560 0.0 -0.5 0.4 -0.804
H 1.086 -1.811 -1.411 -0.1 0.0 0.0 0.291
H -0.009 -1.420 -0.064 0.1 0.0 -0.1 0.565
H 3.613 -1.505 -1.066 0.1 0.0 0.1 0.268
H 2.184 -0.058 -2.591 0.0 0.0 0.0 0.386
H 1.873 1.638 -2.137 0.0 -0.2 0.0 0.595
S 0.279 2.753 -0.599 0.0 0.4 0.1 -0.283
H -1.775 -0.578 -1.578 0.0 -0.1 -0.1 0.496
H -3.788 -1.137 -2.680 0.0 0.0 0.0 0.338
H -4.770 -2.555 -2.235 0.1 0.0 0.0 0.254
```
Positions in Å, forces in eV/Å.

Summary:
* net charge: 0
* HOMO level: -0.291 hartree
* SMILES: COc1cc(C(=S)N2CCC(C(N)=O)CC2)ccc1O
* HOMO-LUMO gap: 8.28 eV
* ΔE to the lowest compared entry with this formula, charge and spin: 144.0 kJ/mol
* total energy: -1277.72657 a.u.



2.
Below is one molecule with the formula C24H32N4O6S at a distorted geometry, with properties calculated with ωB97M-V/def2-TZVPD.

```
67
Properties=species:S:1:pos:R:3:forces:R:3:mulliken_charge:R:1
C -3.905 -1.833 2.721 0.0 0.0 -0.2 -1.057
H -4.262 -2.798 3.070 -0.1 -0.1 0.1 0.401
H -3.067 -1.528 3.342 0.1 0.0 0.1 0.303
H -4.701 -1.103 2.836 -0.1 0.1 0.0 0.327
C -3.466 -1.940 1.263 -0.2 -0.3 0.5 -1.004
N -2.972 -0.670 0.762 0.4 0.0 -0.1 0.339
C -1.653 -0.436 0.828 0.3 0.2 -0.1 -0.684
C -1.029 0.687 0.372 -0.1 0.0 0.0 -0.582
C -1.808 1.750 -0.223 -0.1 -0.3 0.1 1.907
O -1.332 2.785 -0.694 -0.1 0.2 -0.1 -0.910
C -3.255 1.503 -0.224 -0.1 -0.2 0.1 -0.186
C -4.074 2.524 -0.743 -0.5 0.1 -0.1 -0.940
C -5.422 2.326 -0.752 0.2 -0.5 0.2 0.566
C -5.977 1.135 -0.254 0.4 0.3 -0.1 0.649
C -5.210 0.126 0.255 -0.4 0.0 -0.1 -1.602
C -3.812 0.307 0.269 -0.1 0.7 -0.3 0.780
H -5.687 -0.760 0.633 0.0 -0.1 0.1 0.385
O -7.332 1.187 -0.366 0.4 -0.4 0.2 -0.514
C -7.629 2.440 -0.952 -1.2 0.5 -0.3 -0.287
O -6.429 3.140 -1.186 0.4 0.1 0.0 -0.493
H -8.160 2.283 -1.904 0.2 0.0 0.2 0.252
H -8.271 3.020 -0.270 0.2 -0.2 -0.1 0.257
H -3.610 3.423 -1.112 0.1 0.1 0.0 0.548
C 0.457 0.714 0.489 -0.2 0.1 0.0 0.550
O 1.058 -0.236 0.995 0.1 -0.2 0.2 -0.781
N 1.047 1.802 -0.015 -0.2 0.3 -0.2 -0.037
C 2.468 2.093 -0.001 0.3 -0.2 0.2 -0.064
C 3.077 1.922 1.398 0.1 0.0 -0.1 -0.569
C 4.516 2.413 1.464 -0.1 0.5 0.0 -0.807
H 5.140 1.924 0.718 0.1 -0.1 0.0 0.319
H 4.926 2.228 2.456 0.0 -0.1 -0.1 0.434
S 4.649 4.218 1.173 0.1 -0.1 0.0 -0.129
C 5.473 4.243 -0.446 -0.1 -0.1 0.4 -0.644
H 5.427 5.268 -0.800 0.0 0.1 -0.1 0.352
H 6.509 3.939 -0.324 0.1 0.0 -0.1 0.258
H 4.954 3.581 -1.135 0.0 0.1 -0.1 0.158
H 2.471 2.493 2.106 0.0 0.0 0.0 0.450
H 3.040 0.871 1.689 0.0 0.1 0.0 0.141
H 2.573 3.142 -0.298 0.0 -0.2 0.0 0.547
C 3.246 1.259 -1.039 -0.3 0.3 0.3 -0.075
O 3.945 1.790 -1.886 0.2 0.1 -0.3 -0.757
N 3.119 -0.064 -0.907 0.0 -0.6 0.1 0.528
C 3.722 -0.989 -1.838 0.2 0.0 -0.1 -0.745
H 4.747 -0.668 -2.048 -0.1 -0.1 -0.1 0.427
H 3.173 -0.974 -2.788 0.1 0.0 0.0 0.334
C 3.708 -2.393 -1.229 0.0 0.3 -0.1 -0.934
N 2.380 -2.694 -0.738 0.1 -0.2 0.0 0.759
C 2.312 -3.629 0.365 -0.4 0.0 0.1 -1.049
C 0.905 -3.535 0.955 0.3 -0.1 0.3 0.002
O -0.087 -3.852 -0.003 -0.1 -0.2 0.0 -0.482
C 0.029 -3.029 -1.142 0.1 0.1 -0.4 0.027
C 1.429 -3.092 -1.754 -0.3 0.0 0.1 -0.952
H 1.477 -2.403 -2.598 0.0 0.0 0.0 0.412
H 1.629 -4.116 -2.120 0.0 0.1 0.0 0.296
H -0.724 -3.382 -1.850 0.1 0.1 0.0 0.446
H -0.181 -1.984 -0.871 0.0 -0.1 -0.1 -0.205
H 0.771 -4.244 1.774 0.0 0.0 0.0 0.434
H 0.769 -2.507 1.315 0.0 -0.1 0.0 -0.170
H 3.037 -3.344 1.130 0.0 0.0 0.0 0.484
H 2.517 -4.666 0.043 0.0 0.0 0.0 0.315
H 4.390 -2.411 -0.376 0.0 0.0 0.0 0.379
H 4.067 -3.122 -1.973 0.0 0.0 0.1 0.324
H 2.478 -0.465 -0.224 0.0 0.2 0.0 -0.201
H 0.414 2.497 -0.417 0.0 -0.2 0.1 0.405
H -1.049 -1.215 1.273 0.0 -0.1 0.0 0.586
H -2.658 -2.671 1.174 -0.1 0.1 -0.1 0.277
H -4.289 -2.281 0.633 0.1 0.0 0.0 0.501
```
Positions in Å, forces in eV/Å.

Summary:
* net charge: 0
* HOMO level: -0.296 hartree
* SMILES: CCn1cc(C(=O)N[C@@H](CCSC)C(=O)NCCN2CCOCC2)c(=O)c2cc3c(cc21)OCO3
* HOMO-LUMO gap: 8.27 eV
* ΔE to the lowest compared entry with this formula, charge and spin: 46.1 kJ/mol
* total energy: -2002.43963 a.u.



3.
Below is a 5-piece molecular cluster, C11H25NO12 overall at a distorted geometry, with properties calculated with ωB97M-V/def2-TZVPD.

```
49
Properties=species:S:1:pos:R:3:forces:R:3:mulliken_charge:R:1
C 26.057 -20.232 21.677 0.5 -0.4 -1.4 -0.122
O 25.463 -20.684 20.454 -1.0 -0.2 0.4 -0.477
H 26.789 -21.016 21.872 0.3 0.4 0.8 0.310
H 26.535 -19.263 21.535 0.1 0.0 0.2 -0.023
H 25.339 -20.163 22.493 -0.2 -0.1 -0.2 0.044
H 25.727 -20.215 19.659 0.4 0.5 0.2 0.335
C 23.636 -19.419 25.655 0.4 -0.4 0.0 -0.726
N 23.394 -20.871 25.936 -0.4 0.0 1.7 0.879
O 22.439 -21.193 26.655 1.2 0.5 -1.3 -0.523
O 24.262 -21.614 25.543 -0.2 -0.5 -0.4 -0.505
H 23.503 -19.293 24.581 -0.7 0.3 0.2 0.251
H 24.707 -19.268 25.795 -0.1 0.0 0.3 0.317
H 23.046 -18.850 26.374 -0.1 0.1 -0.7 0.303
C 28.784 -17.657 21.549 -0.1 -2.4 0.3 -0.790
O 29.637 -16.615 21.890 0.0 1.5 2.2 -0.297
C 29.887 -16.385 23.242 -1.6 -2.8 1.1 0.734
O 29.462 -17.038 24.222 1.2 1.8 -3.2 -0.596
O 30.686 -15.369 23.264 1.7 1.0 -0.7 -0.295
C 31.587 -15.116 24.341 -1.2 -0.2 1.9 -0.659
H 28.285 -18.143 22.387 -0.1 0.7 0.4 0.434
H 29.455 -18.458 21.240 -0.2 -0.2 -0.7 0.300
H 28.035 -17.445 20.785 0.3 0.5 0.0 0.286
H 31.911 -16.000 24.890 0.3 -0.5 -0.8 0.325
H 30.975 -14.670 25.125 0.2 0.7 0.0 0.300
H 32.428 -14.480 24.064 -0.4 -0.2 -0.5 0.248
C 27.171 -19.363 14.698 0.1 1.4 0.5 -0.593
O 26.633 -19.370 16.040 -2.1 -1.9 -1.1 -0.354
C 27.337 -19.165 17.100 -0.2 0.6 1.3 0.883
O 26.894 -19.096 18.225 -0.3 -0.3 -0.3 -0.609
O 28.586 -18.935 16.798 1.8 1.0 -0.2 -0.360
C 29.327 -18.213 17.777 0.9 0.0 1.2 -0.706
H 26.336 -19.454 14.003 0.0 0.0 0.4 0.229
H 27.925 -20.112 14.458 -0.1 0.0 0.5 0.261
H 27.581 -18.354 14.676 0.3 -0.2 -1.0 0.315
H 30.125 -17.638 17.308 -0.1 -0.4 -0.3 0.334
H 29.743 -18.899 18.514 0.2 -0.2 -0.3 0.274
H 28.773 -17.521 18.411 -0.7 0.0 -0.6 0.293
C 20.497 -26.213 23.016 -0.1 0.3 0.1 -0.653
O 21.644 -25.699 22.297 -0.1 -0.9 -0.5 -0.339
C 21.987 -24.413 22.195 -1.9 1.8 1.7 0.758
O 21.310 -23.483 22.633 1.2 -1.3 -0.9 -0.592
O 23.170 -24.335 21.617 0.3 -0.9 -0.4 -0.289
C 23.856 -23.117 21.386 0.5 1.2 0.8 -0.645
H 19.530 -25.724 22.902 0.5 1.0 -0.2 0.302
H 20.732 -26.261 24.079 0.0 0.0 -0.1 0.287
H 20.257 -27.203 22.627 0.8 -0.1 0.0 0.256
H 24.930 -23.271 21.500 -0.1 -0.7 -0.6 0.295
H 23.729 -22.385 22.183 -0.9 0.0 0.0 0.290
H 23.641 -22.663 20.419 -0.1 -0.3 0.1 0.311
```
Positions in Å, forces in eV/Å.

Summary:
* net charge: 0
* HOMO level: -0.367 hartree
* SMILES: C[N+](=O)[O-].COC(=O)OC.COC(=O)OC.COC(=O)OC.CO
* HOMO-LUMO gap: 10.46 eV
* total energy: -1391.59604 a.u.



Q: The lowest HOMO level belongs to which entry?
A: C11H25NO12



Q: net charge of number 2 (C24H32N4O6S)?
A: 0



Q: Which of these has the lowest HOMO-LUMO gap?
A: C24H32N4O6S



Q: What is the formula in the second record?
A: C24H32N4O6S